{
  "formula": "C188H120O28",
  "method": "ωB97M-V/def2-TZVPD",
  "spin_multiplicity": 1,
  "e_lumo_ha": -0.0413,
  "total_charge": 0,
  "homo_lumo_gap_ev": 7.994,
  "e_homo_ev": -9.1,
  "molar_mass_g_mol": 2827.00,
  "elements": ["C", "C", "H", "H", "O", "C", "C", "C", "H", "C", "C", "O", "C", "C", "H", "C", "C", "C", "C", "C", "H", "C", "C", "C", "O", "H", "C", "O", "C", "H", "C", "C", "H", "H", "H", "H", "H", "O", "C", "H", "C", "C", "H", "H", "H", "O", "H", "H", "C", "C", "C", "H", "H", "H", "C", "C", "C", "C", "H", "C", "C", "H", "H", "C", "H", "C", "C", "C", "H", "H", "C", "C", "H", "H", "C", "H", "H", "C", "C", "H", "C", "H", "H", "C", "H", "O", "C", "C", "C", "H", "H", "O", "H", "H", "C", "H", "C", "H", "O", "C", "C", "H", "C", "C", "C", "C", "C", "C", "H", "H", "C", "C", "C", "C", "C", "H", "C", "C", "H", "O", "H", "O", "C", "C", "O", "C", "H", "C", "C", "C", "C", "C", "H", "C", "C", "C", "H", "H", "H", "H", "H", "H", "H", "H", "C", "H", "C", "H", "H", "C", "C", "C", "H", "C", "C", "O", "H", "O", "H", "H", "C", "C", "C", "C", "C", "H", "C", "C", "O", "H", "H", "O", "H", "C", "C", "C", "C", "C", "C", "O", "C", "C", "O", "H", "C", "C", "C", "C", "H", "H", "C", "H", "C", "O", "H", "C", "H", "C", "C", "H", "C", "C", "H", "H", "C", "C", "H", "H", "C", "C", "O", "C", "C", "C", "C", "C", "C", "C", "C", "C", "H", "C", "C", "C", "H", "C", "H", "C", "O", "C", "C", "C", "C", "C", "H", "C", "C", "C", "C", "C", "H", "C", "C", "H", "C", "O", "C", "C", "C", "C", "C", "C", "C", "C", "H", "H", "H", "C", "C", "H", "C", "H", "C", "C", "C", "C", "C", "C", "H", "C", "H", "H", "H", "C", "H", "H", "H", "C", "H", "C", "C", "C", "H", "C", "H", "C", "H", "H", "H", "H", "C", "C", "C", "O", "H", "C", "C", "H", "C", "H", "C", "O", "O", "C", "C", "C", "H", "C", "H", "O", "H", "O", "C", "H", "C", "H", "C", "C", "C", "H", "C", "C", "H", "C", "C", "H", "H", "C", "C", "C", "H", "H", "H", "C", "H", "O"],
  "positions_angstrom": [[-2.51466, -6.92924, -2.20292], [-4.27527, 8.22094, -2.55823], [2.63755, -1.88144, -9.04733], [-1.91363, -4.37556, -8.96091], [-0.03729, 0.35782, 9.06981], [6.37604, 2.87883, 2.40978], [-1.99155, -1.72920, 7.53419], [-5.06620, 8.50168, -0.27711], [-5.80804, -1.70925, -2.24948], [2.81536, 6.96933, 3.04115], [-3.66822, -7.11780, -1.41720], [-1.27791, 9.03574, -1.27956], [5.48602, -5.99212, -5.69479], [-7.41453, -4.56430, 2.26169], [1.84008, -1.76099, -2.34484], [-5.42606, -2.48063, 2.64152], [3.32886, 2.31066, 5.90416], [-1.30543, -5.01879, -8.21054], [0.22589, -4.99640, -6.34075], [-3.52933, 5.15368, -0.29978], [5.25556, -6.34929, 1.54168], [-1.05695, 7.48374, 1.24868], [5.83631, -3.55043, -5.08236], [4.91486, -3.02336, 1.77673], [-3.16600, 6.23820, -4.34576], [3.81011, -2.63459, 5.47552], [3.51325, -2.98910, 1.80782], [-1.61768, -0.04604, 5.96905], [-2.22729, -3.41296, 9.22168], [4.22783, 2.36145, 5.27209], [2.93054, 4.51245, -10.00363], [-6.31182, -4.79215, 3.18149], [-3.18473, 3.36396, 5.04452], [-3.58517, -1.20451, -3.36965], [3.50379, 3.39018, -1.66640], [-2.90610, 2.57577, 0.00113], [2.11255, 3.79781, 5.11716], [1.69104, 0.71531, -8.58283], [1.06485, -6.49961, 1.60006], [-9.11701, -3.62059, 5.88452], [3.60638, 4.26420, -1.07191], [-2.75764, 3.65758, -3.72390], [-1.97645, 1.20208, 10.14413], [3.54405, 5.88877, -6.86758], [-4.22908, 8.51461, -3.62227], [-6.06189, -5.82873, 3.68262], [-4.99358, -1.53957, 8.87431], [3.64600, 6.43491, -9.23047], [-6.24236, 0.08746, 5.80715], [-8.37499, -3.37968, 0.45470], [4.77328, -5.37670, 1.55864], [-9.40150, -0.92360, 2.52795], [6.46014, -8.83806, -4.17891], [6.85530, 2.12359, 0.35335], [2.49613, 7.06336, 4.36881], [-3.21730, 2.88367, 9.48485], [-4.53610, -3.72019, 4.50280], [2.77005, 3.90780, -7.26508], [2.05199, 8.21922, 6.01288], [3.37165, -2.24037, -8.27846], [3.40138, -5.35597, 1.57511], [-0.52321, 4.73961, 3.11812], [2.25560, 0.16644, 8.33494], [0.45097, -5.23419, 1.63001], [2.19844, -3.97208, 7.21356], [1.06252, 1.58330, 7.36970], [3.01957, 8.12388, 2.30851], [-9.31570, -5.43693, 1.04745], [-2.00598, -3.06308, -3.58310], [-4.76420, -8.36510, -0.19979], [0.87377, -0.99046, 5.12046], [3.46525, 8.13902, 0.85066], [0.65418, -0.44435, -6.59356], [2.66393, -8.15511, -3.55152], [-0.58206, 5.33454, 2.17745], [5.02929, -8.13324, -5.94003], [2.12673, 2.64741, -10.44566], [-3.30981, 3.89740, 8.53719], [-7.42767, -3.43761, 1.43006], [-3.59466, -0.35470, 7.19625], [1.07259, 2.70124, 6.56856], [0.16055, -0.87209, -4.37533], [0.45481, -0.25528, 4.52680], [-3.86290, 6.54072, -0.78720], [2.99659, -2.01781, 2.02189], [0.33096, 3.91713, -1.62532], [1.96685, -6.38316, -4.47009], [0.92876, 0.28914, -5.91441], [1.15206, -7.12482, -5.46079], [3.20988, 3.44264, 0.85892], [2.15813, 10.42601, 4.73825], [2.60400, 4.72419, 3.07488], [-3.12056, -10.38434, -0.48934], [5.80240, 1.57319, -5.46210], [3.34019, 5.42120, -9.00361], [7.40891, 1.16008, -7.21454], [2.75950, -2.40852, 5.68949], [-2.09021, -0.58492, 0.45813], [-0.13681, -1.10253, -1.19538], [-1.46032, -2.77294, 8.24719], [-7.37269, 0.67138, 3.20159], [-4.49579, 7.02923, 1.16230], [-1.44424, -0.03823, 1.13911], [-0.83070, 6.99374, -0.03300], [-2.91501, -3.22628, -3.07599], [-0.94490, 6.65831, 2.34939], [1.53716, 1.46899, -6.34971], [-5.05305, -2.45680, -2.22621], [7.41724, -4.72644, -3.14385], [1.94895, 2.94406, -3.33738], [-7.69075, -1.94615, 5.89929], [2.66914, -4.31369, -3.50579], [2.36944, 3.28609, -9.59937], [3.22687, 5.58303, 0.91503], [-0.52741, -7.10988, -7.28672], [-4.21326, 1.57020, 6.38207], [1.94089, 2.44622, -5.39590], [-0.45190, 7.27167, -2.59947], [3.06590, 4.68439, -11.00778], [-5.97046, 0.02724, 6.98503], [-0.53249, -3.22420, -7.12275], [-1.36965, -5.51431, -3.66250], [-3.21768, -1.20375, 7.79317], [-0.21194, 3.45052, 6.42266], [2.89007, 4.52394, -4.97314], [2.82587, 0.01606, 0.34313], [4.32322, -2.04192, -2.56409], [3.25656, 5.13104, -7.62012], [4.04571, -1.33697, -7.49096], [0.30427, -6.36958, -6.37261], [-2.11721, 2.02065, 9.44345], [-2.03301, -9.25906, -1.90113], [2.90216, -4.23052, -8.58750], [1.72572, 2.14961, -4.05847], [5.98329, 2.70587, -7.09305], [-3.02339, 4.55069, -2.69120], [5.53267, 3.48490, 2.01933], [-2.75233, -6.02390, 1.71341], [-5.29424, 9.95312, -1.82969], [-10.02300, -6.27747, 0.93917], [5.93806, 0.71028, -7.94883], [-2.45650, 4.75026, 6.70826], [-4.35474, -4.69046, 4.94055], [-4.10548, -3.48590, 10.19296], [-2.29436, 2.31908, -3.33674], [0.13154, 3.80531, 0.80427], [3.34936, 1.32428, 6.89095], [0.70248, -8.60979, 1.82442], [-2.12920, 0.91895, -1.68099], [-2.40446, 1.92804, -2.02361], [-0.13443, -3.30803, 7.91840], [-1.17731, -1.03344, 6.51229], [-1.88919, -6.99647, -9.01069], [-2.30659, -5.59917, -2.88986], [0.67245, -2.57221, 6.90423], [3.12156, -7.70719, 1.19500], [2.24024, 6.14989, 4.88473], [2.97058, 1.27492, 2.36569], [0.77266, 0.91476, -2.59708], [6.58906, -4.16106, 1.50320], [-4.93999, 8.94387, -1.57632], [2.40484, 9.46069, 4.29109], [-3.26957, -4.50050, -2.62737], [-1.27919, 3.26440, 7.49323], [1.81014, 1.66951, -7.80670], [-3.43324, -0.57114, 4.50791], [0.72348, 0.83577, 1.71841], [2.61335, -7.05791, -3.49044], [6.34867, -2.77841, -4.32891], [-10.11721, -4.28404, -0.56086], [5.23441, 3.17808, -7.69304], [1.16603, -8.37572, -5.44966], [-3.96127, 2.80353, 10.19653], [-5.67552, 1.08706, 4.96993], [-1.69562, -8.01710, -2.47006], [7.40104, 2.53702, 1.22336], [1.08909, 1.02735, -3.63177], [2.72011, -4.12742, 1.73574], [-3.11878, -9.44939, -1.04773], [5.82990, 1.67991, 2.93430], [6.61856, 1.51286, -7.82365], [0.14993, -1.54509, 6.15012], [-3.64432, 4.88266, 0.88933], [7.11844, 1.78254, -8.78580], [-3.31371, 5.96976, -3.18178], [3.41290, 6.75782, 0.15855], [-2.39261, 4.06877, 7.53876], [4.83528, -1.82655, -6.45761], [7.95562, 3.38542, 0.93987], [5.35480, -1.12894, -5.81367], [-4.63682, -1.38260, 3.00325], [6.25628, 3.76919, 4.35846], [2.25829, 0.75175, 1.49938], [-0.35694, 4.26441, 5.51140], [-0.82510, -7.91251, -3.08604], [6.98554, 3.53786, 3.67346], [0.25058, 5.71780, -5.96253], [-3.98389, -1.40875, 4.20495], [2.83886, 5.68001, 2.41516], [2.65932, -3.25014, -3.52258], [5.55484, -4.19533, 1.66757], [0.53383, -0.58433, -0.36312], [3.73433, -6.99625, -1.68025], [4.84750, 0.50231, 0.86157], [-5.28622, -3.69341, -1.69020], [6.91588, -5.47656, -3.77544], [7.64094, 3.40965, -6.00584], [7.39723, 4.56422, 3.55910], [6.39931, -7.74034, -4.32661], [-4.38232, -4.73792, -1.80495], [1.11749, -2.97882, -5.37144], [-8.35932, -5.55301, 2.06556], [-4.47883, 7.32867, 0.11412], [-4.66056, -6.06900, -1.20037], [-4.57891, 1.75423, 5.37403], [6.11161, -5.02142, -4.90814], [-0.06528, 0.10891, 0.83775], [7.06973, -6.82256, -3.52718], [-3.84386, -2.20270, -2.91079], [-1.69967, -6.18732, 1.71378], [0.94387, 1.99951, 3.45613], [1.11134, -4.20033, -5.36588], [3.36791, -6.42843, -2.51333], [-0.45826, 8.19365, -3.67792], [0.33183, 4.38078, -4.06404], [-0.21196, 7.57970, -4.93605], [-6.28308, -3.94303, -1.19204], [-4.39721, 3.01474, 3.34999], [3.76427, 9.17666, 0.31717], [3.95137, -1.47352, -1.70417], [-0.91281, -5.03744, 1.72051], [-7.85172, -0.44985, 3.99648], [4.50214, -5.59288, -6.75372], [4.19104, -0.06151, 0.24882], [-7.30406, -2.21995, 6.88041], [-0.32382, 4.80151, 0.90964], [-0.15911, 5.90220, -2.71084], [-0.03567, 1.25719, 8.30834], [-9.29141, -2.34068, 4.14537], [-5.49296, -3.56789, 3.47198], [4.03229, -0.21392, -7.56742], [1.22961, -3.94812, 1.62216], [-3.09945, 4.14622, -1.38063], [-1.85890, 1.58064, -4.05455], [2.63778, -6.59323, 1.43532], [0.74732, -2.81843, 1.55231], [0.15519, 5.40857, -3.96120], [3.40888, -5.04186, -2.59653], [-9.35423, -4.27505, 0.24089], [-0.57438, -4.26236, -7.25004], [4.92300, -3.16656, -6.16837], [3.54531, -3.63320, -8.03756], [-6.17841, 1.41235, 3.73596], [4.29366, -4.13201, -7.00376], [-1.69286, -8.33979, 1.79145], [-8.31907, -2.52694, -0.16510], [4.28368, 0.79070, 7.09142], [2.24214, 8.27683, 4.96066], [-3.81197, -2.62566, 4.86970], [-2.75536, 4.01148, -4.77257], [-1.14416, -7.42707, 1.70020], [-1.31227, -4.07615, 1.91210], [-8.92500, -1.21925, 3.44939], [3.86966, 5.40103, -1.79911], [0.62424, 0.08275, -4.58593], [-3.50321, -2.95512, 9.43019], [2.01707, -0.62818, -0.56248], [1.95418, -3.08747, 6.61968], [8.05641, 1.80509, 1.62758], [4.74413, -0.83436, -0.78823], [-1.12303, 7.07895, 3.36016], [4.06357, -4.45239, -1.87697], [-10.13166, -2.96115, 3.81731], [-0.49961, 5.65303, -0.19367], [4.05488, 7.52377, -1.74799], [4.03498, 5.33091, -2.81682], [2.72647, -1.04430, 4.04622], [-3.98133, -1.85655, 8.75086], [4.89398, 1.65925, 2.70542], [0.24636, -7.61744, 1.74415], [-1.95705, 0.69674, 2.19559], [-6.28635, -2.38561, 1.43768], [-2.99232, 0.65685, 2.38809], [2.77029, 9.34689, 2.95689], [7.45112, 4.17538, -7.56452], [-0.90574, 7.88906, -1.31255], [-0.34575, 8.12567, -5.87930], [5.81607, -0.95006, -1.01288], [-5.82959, 2.36332, 1.92584], [-3.96506, 3.73893, 2.71669], [-1.31146, -6.43230, -8.20912], [2.22160, 0.91085, 7.57438], [2.52215, 3.69260, -5.79991], [3.88973, -6.44334, -7.36431], [-0.45989, -8.19235, -7.39139], [-1.18766, 1.54649, 2.98206], [2.32037, 3.00720, -8.23987], [7.72168, -7.31078, -2.81256], [-7.26446, -0.81870, 5.16810], [-4.66806, -0.57685, 2.29123], [6.92456, 3.80270, -6.66519], [0.22639, -4.33560, 8.42964], [-7.91972, 0.97235, 2.16474], [0.17660, 1.59310, 2.78263], [2.17655, -1.39214, 4.94432], [2.17914, 3.02809, 5.80331], [5.41951, -2.05434, 1.72732], [-5.47557, 2.23290, 2.88630], [-1.61110, 2.17682, 3.74899], [-6.09863, -1.62514, 0.52488], [-4.16290, 4.57619, 8.43350], [-5.62727, -6.16450, -0.49517], [0.05879, 6.24667, -5.03495], [2.88467, 10.22060, 2.29611], [3.78271, 6.63801, -1.19730], [6.43990, 4.61089, -6.11403], [-3.78045, 6.92038, -2.17109], [-0.05591, 5.05527, -1.45235], [-3.92573, -8.37285, -0.82384], [-8.31543, -6.44312, 2.60429], [2.52474, -1.33027, -1.60701], [-4.03363, 2.78829, 4.68399], [-1.43333, -10.09997, -2.05942], [5.58871, -7.40017, -5.39268], [1.87777, -4.94794, -4.40917], [-3.18322, -2.67570, 5.71334], [7.79017, 2.94667, 4.14531], [-1.17185, 2.25376, 8.44123], [-2.82607, 2.82450, -1.05654], [3.33404, 4.33486, 0.28973], [-1.12331, 8.55642, 1.33237], [-5.62602, 9.11721, 0.41988], [-1.77083, -4.32176, 9.69647], [-8.67656, -2.77007, 5.33854], [-0.69418, 9.24579, -3.43940], [5.24368, 2.15451, -6.00834]],
  "mulliken_charge": [0.371, -0.675, 0.404, 0.273, -0.681, 2.174, 0.574, -0.781, 0.500, 0.839, 0.315, -0.707, 0.334, 0.535, 0.348, -0.240, -0.123, -0.594, 0.651, 0.336, 0.537, -0.818, 0.682, -1.180, -0.690, 0.507, 1.655, -0.684, -0.790, 0.352, -0.841, 0.006, 0.052, 0.325, 0.721, 0.327, 0.289, -0.746, 0.725, 0.413, -0.851, -1.307, 0.570, 0.396, 0.470, -0.645, 0.638, 0.429, -0.466, -0.778, -0.658, 0.571, 0.352, 0.233, -1.001, -0.925, -1.578, 0.389, 0.496, -1.301, -0.079, -0.578, 0.624, 0.106, 0.546, 0.784, 0.516, -0.662, 0.962, 0.661, 0.295, 0.193, 0.785, 0.546, 0.005, 0.510, 0.429, -0.772, 0.683, -0.053, -0.393, 0.490, -0.139, 0.809, -0.515, -0.387, 1.121, -1.274, 0.385, 0.069, 0.395, -0.213, 0.388, 0.208, -0.800, 0.444, -1.078, 0.927, -0.919, 0.322, 1.142, 0.529, -1.501, 0.862, -0.734, -0.489, 0.214, -0.630, 0.445, -0.030, -0.693, -0.867, -0.650, 0.137, -1.121, 0.033, 0.806, -0.030, 0.567, -0.667, 0.558, -0.266, 0.682, 0.750, -0.594, 0.159, 0.157, -0.152, 0.373, 0.812, -0.732, -0.531, 0.576, -0.751, 1.438, 0.662, -0.858, 0.903, 0.359, 0.377, 0.245, 0.638, 0.658, 0.371, 0.161, 0.065, -0.775, 0.461, 0.366, -0.317, 0.525, 0.473, 0.309, 0.094, 0.433, -0.737, 0.556, -0.346, -0.061, 0.520, -0.653, -1.113, -0.200, 0.214, 0.480, 0.112, 0.711, -0.786, -0.716, 0.386, -0.391, -0.782, 0.580, 0.927, -0.898, -1.617, 1.388, -0.309, -0.929, -0.506, -1.382, 0.076, -0.613, 0.367, 0.168, 0.239, -0.418, -0.804, 0.459, 0.621, -0.826, 0.335, -0.166, -0.804, 0.870, -1.496, 0.490, 0.732, -0.052, 0.143, -0.994, -0.366, 0.738, 0.474, -0.004, -0.815, 0.443, 0.373, -0.183, 0.285, -0.668, -1.066, -0.485, 0.571, 0.585, 0.159, 1.248, -0.802, -0.418, -0.952, -0.397, 0.970, -0.906, -0.857, 0.376, -1.142, 0.154, -1.158, -0.643, -0.183, -1.114, 0.539, 0.861, -0.547, 0.449, 0.180, 0.974, 0.107, -0.429, 1.523, -0.020, 0.950, -0.373, 0.440, 0.646, -0.364, -0.605, 0.044, -0.898, -1.368, 0.859, -0.254, -0.414, 0.037, 0.486, 0.680, 0.321, -0.394, -0.574, 0.371, -0.603, 0.849, -1.134, -1.154, -0.607, -0.949, 1.301, -1.030, 0.411, -1.168, 0.340, 0.224, 0.327, 1.098, 0.547, 0.737, -0.383, -1.268, 0.031, -0.945, 0.484, 0.355, -0.228, -0.552, 0.365, 0.467, 0.310, 0.466, 1.022, 0.955, -0.622, -0.998, 0.040, -0.718, 0.494, 0.894, 0.389, 0.423, 0.997, 0.790, -1.692, -0.697, -0.696, -0.186, 1.011, 0.428, 0.489, -0.989, -1.236, -0.628, 0.364, -0.692, -0.439, 0.441, -0.831, 0.302, 0.735, -0.514, -0.631, 0.648, 0.134, -0.121, 0.477, -1.038, 0.195, 0.438, 0.326, 0.815, -0.285, 0.814, 0.577, 0.426, 0.449, -0.894, 0.546, -0.240]
}